The following is a DFT calculation (ωB97M-V/def2-TZVPD) of the molecule C22H15ClN2O in a non-equilibrium geometry.

Last column: Löwdin charge in e.
Element x y z (Å)
Cl  -0.158034  -3.253932  1.269562  0.801
O  -1.381178  0.410875  -2.374821  0.060
N  2.083740  -0.089723  -1.710640  0.093
N  2.385704  -1.297098  -0.036135  0.124
C  -1.176651  0.703764  3.598829  -0.076
C  0.968324  -0.438797  3.798538  -0.065
C  0.923158  -0.578058  2.411011  -0.093
C  0.253089  3.776164  -0.330671  -0.047
C  3.475119  -1.394672  -0.955421  -0.120
C  -1.409122  -0.866460  -1.794199  -0.169
C  -0.561330  3.869349  -1.548740  -0.037
C  -2.432990  -3.086601  -1.977285  -0.042
C  -0.135207  0.169705  4.392298  -0.095
C  -2.159513  -1.811531  -2.421568  -0.033
C  0.503268  2.446569  0.094913  -0.023
C  -0.861119  -1.221836  -0.547590  -0.043
C  0.129707  -0.134255  0.022781  -0.148
C  -0.030952  1.294862  -0.554119  -0.085
C  -1.151878  2.698180  -2.162937  -0.008
C  -0.060051  -0.066164  1.567437  -0.188
C  1.564244  -0.520330  -0.525242  -0.307
C  -0.760478  1.464848  -1.797097  -0.256
C  3.344675  -0.551273  -1.934793  -0.102
C  -1.722039  -3.422963  -0.810938  -0.123
C  -0.941873  -2.555705  -0.070610  -0.585
C  -1.120097  0.615788  2.207191  -0.029
H  -2.037184  2.700583  -2.847043  0.139
H  -1.852794  1.054134  1.486027  0.134
H  4.067150  -0.253354  -2.703077  0.128
H  -0.790229  4.878622  -1.802878  0.076
H  -1.925095  1.166861  4.215097  0.091
H  4.341595  -1.997370  -0.766318  0.094
H  -3.085595  -3.748265  -2.507090  0.106
H  1.714456  -0.695414  4.513114  0.095
H  1.675958  -1.222106  2.120345  0.051
H  -2.647687  -1.526541  -3.368935  0.130
H  1.560830  0.605292  -2.232151  0.144
H  0.327537  4.692523  0.273913  0.104
H  -1.665437  -4.466981  -0.774705  0.086
H  -0.164931  0.283754  5.496369  0.107
H  0.912914  2.367558  1.087579  0.112

Force components x, y, z for each atom (eV/Å):
Cl 0.40 0.10 0.43
O -0.08 -1.57 -0.36
N -2.86 3.62 -1.90
N 4.16 -4.43 1.72
C 1.06 -0.67 0.59
C -2.74 1.43 0.19
C 0.12 -0.01 1.37
C -2.32 -1.72 -2.95
C 0.70 -1.95 3.96
C 0.07 -0.03 1.75
C 0.58 -1.69 2.09
C 1.98 1.88 1.64
C -0.12 0.52 -0.07
C -2.46 0.17 -3.07
C -1.18 0.32 -0.02
C 1.84 1.91 -0.23
C 0.51 -0.14 0.04
C -0.54 0.84 -1.12
C -0.14 3.27 -0.67
C 1.22 0.23 1.06
C -2.08 1.70 -1.17
C 0.93 -1.47 4.17
C -0.61 1.02 -1.75
C -0.87 -0.39 -1.73
C -0.98 0.76 -1.69
C -0.25 0.03 -1.47
H 1.20 0.59 0.24
H 0.28 -0.16 1.16
H -0.93 -0.10 0.20
H -0.65 0.33 -0.64
H -0.71 0.35 -0.64
H 0.02 -0.22 0.38
H 0.03 -0.35 -0.15
H 0.97 -0.80 -0.38
H 1.48 -0.69 -1.64
H 0.32 0.15 0.43
H 0.62 -0.05 -0.23
H 0.71 -0.72 -0.34
H 0.12 -1.49 1.55
H -0.13 -0.03 -0.88
H 0.33 -0.52 0.13

Calculated values
SMILES	Clc1cccc2c1[C@@](c1ccccc1)(c1ncc[nH]1)c1ccccc1O2
gap between HOMO and LUMO	9.2	eV
HOMO	-8.54	eV
E_LUMO	0.68	eV

=====

The following is a DFT calculation (ωB97M-V/def2-TZVPD) of a structure of composition C22H15F2NO14Pt in a non-equilibrium geometry.

Last column: Löwdin charge in e.
Element x y z (Å)
Pt  12.388360  20.143040  24.140510  1.260
F  14.829530  26.037630  27.281430  0.047
F  10.404790  17.838490  29.358190  0.128
O  15.456750  23.354080  25.875310  0.052
O  15.481040  15.840710  21.494760  -0.048
O  14.869290  14.836730  24.134950  -0.077
O  13.291840  22.426090  25.585240  0.112
O  17.829080  18.928840  21.521160  -0.078
O  11.497240  20.172310  26.323710  0.046
O  11.256770  20.494510  28.538230  0.067
O  11.723690  18.154420  24.521700  -0.150
O  17.625720  17.059970  23.892930  -0.049
O  11.808230  18.475170  27.859670  0.166
O  13.815950  23.917310  27.314040  0.139
O  14.105390  21.112630  23.180440  -0.142
O  14.071380  19.562480  25.436610  -0.124
O  12.458370  19.071080  22.183610  -0.109
N  10.563910  21.166110  22.212630  0.020
C  14.075750  15.689750  23.520150  -0.334
C  17.009300  19.085070  22.506790  -0.365
C  14.936190  24.712640  27.579790  -0.329
C  16.062390  18.442300  24.771400  -0.014
C  11.620160  19.741940  27.469700  -0.470
C  9.815980  20.359920  23.048780  -0.182
C  12.762430  17.911680  22.365940  -0.327
C  17.005570  18.221400  23.778360  -0.304
C  15.050970  19.432090  24.669570  -0.344
C  14.432160  16.237160  22.151280  -0.398
C  16.061740  20.089110  22.321630  -0.005
C  13.798530  17.241870  21.582640  -0.021
C  10.916400  22.254080  23.031950  -0.177
C  11.598910  18.279840  29.204890  -0.389
C  10.274920  22.203200  24.242450  -0.148
C  13.030870  16.181310  24.284920  -0.008
C  9.565140  20.973160  24.278030  -0.134
C  16.117260  24.144070  26.798130  -0.098
C  11.684250  19.714830  29.719460  -0.016
C  14.097410  23.131970  26.225880  -0.367
C  15.066430  20.375180  23.389360  -0.340
C  12.314180  17.352970  23.795070  -0.330
H  11.342230  23.085760  22.490310  0.107
H  12.240680  17.470580  29.553220  0.177
H  12.826910  15.785440  25.268830  0.092
H  16.635710  24.841690  26.140380  0.143
H  16.058770  20.730600  21.452790  0.090
H  16.101060  17.764020  25.610950  0.108
H  10.754750  21.079580  21.224610  0.150
H  14.095030  17.643420  20.624920  0.114
H  12.671200  20.089230  29.991230  0.134
H  9.391380  19.415960  22.740470  0.111
H  16.807380  23.590790  27.435090  0.136
H  10.972240  19.920860  30.518650  0.130
H  10.143990  22.965240  24.996470  0.096
H  15.216930  24.697070  28.632900  0.155
H  8.927530  20.636240  25.081980  0.095

Force components x, y, z for each atom (eV/Å):
Pt 1.21 -1.11 -0.15
F -1.15 0.50 -0.49
F -4.40 -1.46 0.80
O -2.72 -2.48 -0.74
O -2.11 -0.42 2.18
O -2.24 2.23 -2.64
O 3.80 3.77 3.64
O -0.99 -0.53 2.74
O 0.58 -1.10 4.19
O 1.11 -0.86 1.31
O -2.82 0.54 1.45
O -0.95 4.75 -1.07
O 1.24 -0.53 -1.88
O 0.68 0.65 -0.16
O -1.62 2.42 0.23
O -1.32 0.39 1.06
O -1.80 3.86 -1.22
N -0.69 0.88 2.99
C 3.60 -3.59 2.82
C 2.64 0.06 -3.46
C 2.06 -0.04 1.49
C -2.17 2.73 1.19
C -2.23 1.55 -3.32
C -1.68 -0.41 -0.01
C 3.52 -4.09 0.60
C 1.96 -5.48 -0.56
C 3.03 -1.01 -2.05
C 5.50 -3.85 -1.49
C -2.68 1.32 4.08
C -5.89 4.08 0.42
C -0.79 1.14 -2.14
C 2.92 1.53 -0.28
C -0.52 -0.15 -0.33
C -3.28 2.69 -1.47
C 0.36 -0.02 -1.68
C -0.79 0.15 -0.58
C -0.35 1.17 -0.18
C -1.29 -2.41 -3.92
C 3.49 -3.46 -2.42
C 4.38 -3.06 -0.83
H 0.46 0.06 0.51
H 0.72 0.59 0.16
H 0.19 0.12 0.10
H 0.20 0.57 0.80
H 0.02 -0.22 -0.14
H -0.33 -0.11 0.00
H 0.33 -0.42 0.56
H 0.17 0.15 0.19
H 0.08 -0.40 0.04
H 0.38 0.00 -0.21
H -0.01 -0.18 -0.07
H 0.05 -0.12 -0.08
H 0.67 0.06 -0.11
H -0.80 -0.16 0.27
H 0.27 -0.31 -0.15

Calculated values
gap between HOMO and LUMO (spin up / spin down)	4.1 / 4.1	eV
multiplicity	3
HOMO (spin up / spin down)	-0.63 / -0.61	eV
E_LUMO (spin up / spin down)	3.51 / 3.51	eV
charge	-2
<S²>	2.0078
relative energy (zero: lowest compared OMol25 entry of this formula, charge and spin)	485.9	kJ/mol

=====

Total energy / eV: -40604.712; -61885.606